Record 1
The following is a DFT calculation (ωB97M-V/def2-TZVPD) of 11 unconnected molecules or ions with the total composition C6H34NO10S.

Geometry (Å):
C (0.417, -1.092, 1.280)
C (1.566, -2.000, 0.993)
S (0.864, -3.636, 0.548)
N (0.671, 0.337, 0.969)
C (0.347, 0.860, -0.352)
C (1.147, 2.180, -0.690)
C (1.222, 2.213, -2.222)
C (0.537, 3.516, -0.226)
H (0.331, -1.031, 2.395)
H (-0.497, -1.532, 0.891)
H (2.219, -1.669, 0.189)
H (2.285, -2.068, 1.825)
H (0.029, 0.866, 1.578)
H (-0.689, 1.026, -0.706)
H (0.549, 0.058, -1.142)
H (2.122, 2.263, -0.196)
H (0.944, 1.169, -2.492)
H (2.272, 2.356, -2.503)
H (0.674, 2.889, -2.828)
H (0.867, 3.818, 0.786)
H (-0.543, 3.672, -0.257)
H (0.873, 4.262, -0.974)
H (-0.006, -3.909, -2.228)
H (0.904, -3.177, -1.339)
O (0.678, -3.237, -2.351)
H (-2.921, 1.356, 3.113)
H (-1.622, 1.188, 2.233)
O (-1.974, 1.184, 3.127)
H (-1.641, -3.157, 2.167)
H (-1.575, -2.074, 3.299)
O (-2.135, -2.740, 2.883)
H (-2.380, 1.167, -1.988)
H (-2.085, 1.767, -3.364)
O (-2.284, 2.003, -2.453)
H (2.796, -0.570, -1.925)
H (1.915, -1.687, -2.721)
O (2.538, -0.939, -2.771)
H (0.640, -0.434, 4.342)
H (-0.192, 0.752, 3.700)
O (0.125, 0.355, 4.514)
H (3.002, 1.077, 1.077)
H (4.382, 0.876, 0.592)
O (3.909, 0.926, 1.432)
H (-4.043, -1.061, 1.336)
H (-2.990, -1.133, 2.200)
O (-3.332, -0.442, 1.576)
H (-2.228, -0.518, -0.328)
H (-1.155, -1.403, -0.829)
O (-1.936, -0.929, -1.164)
H (-2.119, -1.043, -3.242)
H (-0.790, -1.187, -3.748)
O (-1.687, -1.465, -4.009)

The value obtained for the energy above the lowest of the compared OMol25 structures with the same formula, charge and spin is 72.40 kcal/mol. As for the net charge: -1. The calculated total energy is -1454.3444 Eh. The spin multiplicity is 1.

Here are the Löwdin charges for atoms 1 to 2, given in e: -0.349 -0.646


Record 2
The following is a DFT calculation (ωB97M-V/def2-TZVPD) of 13 unconnected molecules or ions with the total composition C6H34O12.

Geometry (Å):
C (-1.140, 2.023, 1.450)
C (-0.268, 0.954, 0.718)
C (-1.113, -3.833, -0.524)
C (-1.347, -2.470, -0.606)
C (-0.604, -1.424, 0.003)
C (-1.128, -0.120, 0.104)
H (-1.940, 2.439, 0.840)
H (-0.533, 2.784, 1.926)
H (-1.625, 1.362, 2.189)
H (0.475, 0.478, 1.352)
H (0.246, 1.613, 0.001)
H (-1.796, -4.382, -1.165)
H (-0.342, -4.261, 0.090)
H (-2.319, -2.112, -0.943)
H (0.413, -1.680, 0.281)
H (-2.144, 0.073, -0.213)
H (-4.279, -1.776, 0.610)
H (-4.823, -0.371, 0.357)
O (-4.336, -1.086, -0.062)
H (2.560, 0.540, 0.136)
H (3.964, 0.836, 0.778)
O (3.106, 0.433, 0.928)
H (1.878, 2.864, 0.243)
H (2.001, 2.545, 1.682)
O (1.771, 3.286, 1.109)
H (0.071, 4.506, -0.154)
H (-1.062, 3.738, -0.796)
O (-0.112, 3.891, -0.873)
H (-1.249, -0.175, -2.328)
H (-1.714, -1.144, -3.480)
O (-0.954, -0.722, -3.076)
H (1.920, -4.115, 0.331)
H (1.836, -3.650, 1.735)
O (1.474, -4.343, 1.155)
H (2.094, -1.206, 2.107)
H (1.340, -1.474, 3.272)
O (1.517, -1.913, 2.426)
H (-0.968, 3.219, -2.713)
H (-1.576, 2.454, -3.725)
O (-1.881, 2.959, -2.954)
H (-2.389, -2.576, 2.213)
H (-1.922, -1.024, 1.825)
O (-2.464, -1.633, 2.364)
H (1.591, 0.865, 2.644)
H (2.979, 0.251, 2.998)
O (2.169, 0.606, 3.366)
H (2.199, 0.199, -4.232)
H (0.903, -0.545, -4.024)
O (1.520, 0.039, -3.564)
H (2.145, 2.440, -2.128)
H (2.048, 0.872, -1.994)
O (2.463, 1.681, -1.639)

As for the net charge: -1. The calculated total energy is -1151.7907 Eh. The spin multiplicity is 2.

Here are the Löwdin charges for atoms 1 to 2, given in e: -0.111 -0.299


Record 3
The following is a DFT calculation (ωB97M-V/def2-TZVPD) of 11 unconnected molecules or ions with the total composition C6H35NO11.

Geometry (Å):
C (0.030, 1.425, -3.640)
C (-0.579, 1.485, -2.237)
C (-0.156, 0.282, -1.405)
N (-0.724, 0.407, -0.052)
C (-0.657, -0.840, 0.758)
C (-1.171, -0.536, 2.178)
C (-0.089, -0.350, 3.223)
O (0.734, 0.810, 2.886)
H (-0.245, 2.283, -4.228)
H (-0.285, 0.514, -4.175)
H (1.143, 1.370, -3.606)
H (-1.692, 1.464, -2.324)
H (-0.289, 2.416, -1.762)
H (-0.497, -0.616, -1.896)
H (0.929, 0.183, -1.422)
H (-0.221, 1.157, 0.445)
H (-1.264, -1.608, 0.254)
H (0.345, -1.284, 0.814)
H (-1.814, -1.393, 2.496)
H (-1.900, 0.300, 2.152)
H (-0.577, -0.153, 4.192)
H (0.575, -1.211, 3.306)
H (1.405, 0.908, 3.598)
O (-2.516, -2.097, -2.117)
H (-2.439, -1.286, -1.603)
H (-1.617, -2.391, -2.333)
O (0.311, 3.157, 1.548)
H (0.376, 2.421, 2.193)
H (0.463, 3.980, 2.014)
O (-1.866, -4.138, -0.377)
H (-1.025, -3.964, -0.835)
H (-2.509, -3.704, -0.939)
O (2.487, -2.419, -3.355)
H (2.631, -2.174, -2.416)
H (2.565, -1.604, -3.845)
O (-2.260, 2.622, 3.496)
H (-1.431, 2.145, 3.463)
H (-2.556, 2.766, 2.568)
O (2.423, 2.583, -0.055)
H (1.636, 2.841, 0.484)
H (2.274, 2.738, -0.993)
O (2.615, 0.111, 1.055)
H (1.834, 0.272, 1.649)
H (2.706, 0.959, 0.566)
O (-2.280, 2.805, 0.783)
H (-2.229, 1.995, 0.256)
H (-1.346, 3.082, 0.885)
O (0.310, -3.198, -1.775)
H (1.008, -2.742, -1.268)
H (0.731, -3.421, -2.610)
O (2.542, -2.015, -0.648)
H (3.201, -2.597, -0.243)
H (2.485, -1.183, -0.118)

The value obtained for the energy above the lowest of the compared OMol25 structures with the same formula, charge and spin is 17.30 kcal/mol. As for the net charge: 0. As for the structure (SMILES): CCCNCCCO.O.O.O.O.O.O.O.O.O.O. The calculated total energy is -1132.0241 Eh. The spin multiplicity is 1.

Here are the Löwdin charges for atoms 1 to 2, given in e: -0.106 -0.247


Record 4
The following is a DFT calculation (ωB97M-V/def2-TZVPD) of 12 unconnected molecules or ions with the total composition C6H35NO12.

Geometry (Å):
C (1.937, 1.421, 1.434)
C (3.197, 0.624, 1.873)
C (3.340, -0.872, 1.865)
C (3.269, -1.798, 0.602)
C (1.934, -1.594, -0.152)
N (1.466, -2.754, -0.931)
C (0.703, -2.297, -2.015)
O (0.710, -2.864, -3.078)
H (1.026, 0.936, 1.847)
H (2.095, 2.446, 1.760)
H (1.801, 1.428, 0.341)
H (3.374, 0.991, 2.906)
H (4.132, 0.965, 1.418)
H (2.531, -1.254, 2.497)
H (4.405, -1.034, 2.265)
H (4.086, -1.469, -0.031)
H (3.341, -2.818, 0.837)
H (1.118, -1.290, 0.534)
H (2.212, -0.693, -0.871)
H (2.339, -3.289, -1.120)
H (0.136, -1.438, -1.642)
O (-3.740, -0.159, 1.302)
H (-2.954, -0.719, 1.374)
H (-3.378, 0.734, 1.618)
O (-2.749, -1.519, -1.110)
H (-2.929, -2.240, -1.738)
H (-3.551, -1.001, -1.127)
O (-1.244, -2.308, 2.132)
H (-0.924, -3.129, 1.643)
H (-0.489, -1.757, 2.120)
O (-0.877, 1.396, -3.269)
H (-1.559, 1.332, -3.926)
H (-0.903, 2.146, -2.726)
O (-1.063, -3.409, -0.286)
H (-1.452, -4.342, -0.191)
H (-1.791, -2.740, 0.044)
O (2.604, 4.274, 0.619)
H (1.644, 4.352, 0.592)
H (2.643, 3.537, -0.068)
O (-3.241, 1.060, -1.818)
H (-2.423, 1.135, -1.362)
H (-3.281, 1.980, -2.249)
O (-1.586, 0.327, 2.776)
H (-0.842, -0.117, 3.207)
H (-2.297, -0.252, 3.092)
O (-1.894, 2.748, 1.899)
H (-1.206, 2.857, 2.566)
H (-2.177, 1.838, 2.170)
O (1.929, 2.098, -1.727)
H (1.089, 2.321, -2.095)
H (2.472, 1.416, -2.105)
O (-1.494, 3.248, -0.741)
H (-1.827, 2.646, -0.101)
H (-1.898, 4.135, -0.520)

The value obtained for the energy above the lowest of the compared OMol25 structures with the same formula, charge and spin is 132.28 kcal/mol. As for the net charge: 0. As for the structure (SMILES): CCCCCNC=O.O.O.O.O.O.O.O.O.O.O.O. The calculated total energy is -1207.1369 Eh. The spin multiplicity is 1.

Here are the Löwdin charges for atoms 1 to 2, given in e: -0.100 -0.266